No. 1
The following is a DFT calculation (the ωB97M-V functional and the def2-TZVPD basis) of a structure of composition C17H29N2O5P2Tb in a non-equilibrium geometry.

```
56
Properties=species:S:1:pos:R:3
C 4.175 -0.010 0.027
C 2.831 0.308 -0.295
N 1.886 0.335 0.720
C 2.308 0.162 2.003
C 3.648 0.054 2.344
C 4.601 -0.056 1.344
C 2.541 0.712 -1.626
P 0.871 1.034 -2.189
Tb -0.480 1.067 0.353
P -0.320 -0.471 2.817
C 1.279 0.298 3.136
C -2.617 0.099 -0.634
C -3.252 1.153 -1.272
C -4.594 1.019 -1.678
C -5.279 -0.178 -1.467
C -4.604 -1.254 -0.891
C -3.253 -1.123 -0.519
O 3.824 -2.953 -2.788
O -1.227 -3.761 -3.228
H 4.870 -0.168 -0.799
H 3.913 0.128 3.414
H 5.666 -0.181 1.609
C 1.126 2.808 -2.600
C 0.519 0.282 -3.869
H 1.644 -0.155 4.080
H 1.091 1.376 3.329
H 3.080 -2.373 -3.120
H 3.263 0.322 -2.301
C -1.375 0.246 4.076
C -0.071 -2.181 3.333
H -2.736 2.101 -1.461
H -5.103 1.866 -2.143
H -6.323 -0.275 -1.758
H -5.126 -2.198 -0.709
H -2.727 -2.002 -0.135
H -0.420 -1.045 0.681
H -1.533 -2.842 -3.344
H -0.619 -3.666 -2.458
H 3.261 -3.600 -2.355
H -0.674 -1.537 1.223
H 1.742 2.857 -3.511
H 0.217 3.421 -2.718
H 1.708 3.210 -1.758
H 1.300 0.488 -4.625
H 0.375 -0.813 -3.811
H -0.425 0.680 -4.287
H 0.066 -2.187 4.419
H -0.931 -2.817 3.083
H 0.813 -2.626 2.861
H -1.174 -0.278 5.018
H -1.164 1.320 4.164
H -2.421 0.109 3.788
O -2.270 3.237 1.459
N -1.067 3.373 1.684
O -0.605 3.372 2.815
O -0.232 3.314 0.569
```

The molecular weight is 562.30 g/mol. For the HOMO-LUMO gap (spin up / spin down), the calculation gives 6.58 / 6.73 eV. The charge is 0. Its expectation value of S² is 12.699. The total energy comes out at -2657.8190 hartree. Its HOMO energy (spin up / spin down) is -0.2494 / -0.2492 Ha. The calculation puts the strongest force on any atom at 2.75 eV/Å. The spin multiplicity is 7.

No. 2
The following is a DFT calculation (the ωB97M-V functional and the def2-TZVPD basis) of a structure of composition C22H19FN3O4PtSe in a non-equilibrium geometry.

```
51
Properties=species:S:1:pos:R:3
Pt -0.522 0.857 -0.842
O -3.169 -1.309 1.824
C -2.207 -0.716 1.128
O -2.248 -0.646 -0.105
C -1.099 -0.194 1.913
C -1.089 -0.207 3.305
C 0.007 0.296 3.976
C 1.080 0.792 3.235
C 1.019 0.774 1.851
N -0.056 0.290 1.188
C 2.126 1.209 0.954
O 3.238 1.706 1.481
O 2.037 1.095 -0.251
H -3.864 -1.650 1.239
H -1.934 -0.618 3.829
H 0.044 0.300 5.050
H 1.946 1.171 3.761
H 3.232 1.793 2.444
F -3.171 2.964 4.538
C -2.718 2.950 3.275
C -1.436 3.415 3.019
C -0.968 3.386 1.724
C -1.762 2.886 0.674
C -1.248 2.852 -0.678
C -3.058 2.428 0.977
C -3.536 2.462 2.269
H -0.835 3.799 3.828
H 0.014 3.772 1.496
H -0.389 3.506 -0.847
H -2.004 2.937 -1.461
H -3.688 2.065 0.179
H -4.534 2.133 2.513
C 2.949 -0.208 -2.858
N 1.807 -1.074 -2.950
C 0.516 -0.698 -2.998
Se -0.150 1.036 -3.207
N -0.258 -1.806 -3.070
C 0.543 -2.925 -3.064
C 0.265 -4.279 -3.148
C 1.345 -5.142 -3.142
C 2.657 -4.676 -3.053
C 2.943 -3.327 -2.971
C 1.865 -2.452 -2.982
H 2.616 0.820 -2.718
H 3.551 -0.278 -3.764
H 3.560 -0.495 -2.001
H -1.267 -1.787 -3.130
H -0.745 -4.646 -3.230
H 1.172 -6.203 -3.219
H 3.465 -5.389 -3.065
H 3.956 -2.969 -2.915
```

The molecular weight is 682.45 g/mol. For the HOMO-LUMO gap (spin up / spin down), the calculation gives 5.48 / 5.48 eV. The charge is +1. The total energy comes out at -3935.4099 hartree. Its HOMO energy (spin up / spin down) is -0.3576 / -0.3576 Ha. The calculation puts the strongest force on any atom at 3.53 eV/Å. As for the energy above the lowest of the compared OMol25 structures with the same formula, charge and spin: 33.1 kcal/mol.

No. 3
The following is a DFT calculation (the ωB97M-V functional and the def2-TZVPD basis) of the molecule C3H6N2.

```
11
Properties=species:S:1:pos:R:3
N 0.350 1.561 -1.050
C -0.445 1.353 0.035
C 0.213 -0.828 0.544
C -0.270 -2.064 0.584
N -0.581 0.290 0.704
H 0.460 2.476 -1.446
H 1.004 0.847 -1.323
H -1.071 2.197 0.304
H 1.290 -0.666 0.465
H -1.327 -2.244 0.663
H 0.376 -2.921 0.519
```

As for the SMILES: C=C/N=C\N. The molecular weight is 70.09 g/mol. For the HOMO-LUMO gap, the calculation gives 9.28 eV. The charge is 0. The total energy comes out at -227.3887 hartree. Its HOMO energy is -0.3069 Ha. The calculation puts the strongest force on any atom at 0.81 eV/Å. As for the energy above the lowest of the compared OMol25 structures with the same formula, charge and spin: 22.7 kcal/mol.

No. 4
The following is a DFT calculation (the ωB97M-V functional and the def2-TZVPD basis) of a structure of composition C3H2FGdO2 in a non-equilibrium geometry.

```
9
Properties=species:S:1:pos:R:3
F -1.188 -1.927 -1.046
O 0.960 1.126 -0.370
O 2.530 -0.223 0.628
C -0.466 0.745 -0.104
C 0.025 -0.395 0.690
C 1.384 0.097 0.417
H -1.041 1.534 0.405
H -0.385 -0.954 1.529
Gd -1.817 -0.002 -2.149
```

The molecular weight is 246.29 g/mol. For the HOMO-LUMO gap (spin up / spin down), the calculation gives 8.12 / 6.72 eV. The charge is +1. Its expectation value of S² is 20.036. The total energy comes out at -1130.9956 hartree. Its HOMO energy (spin up / spin down) is -0.4773 / -0.5428 Ha. The calculation puts the strongest force on any atom at 4.85 eV/Å. As for the energy above the lowest of the compared OMol25 structures with the same formula, charge and spin: 80.5 kcal/mol. The spin multiplicity is 9.

No. 5
The following is a DFT calculation (the ωB97M-V functional and the def2-TZVPD basis) of a cluster of 2 separate species, C2H3O3S in total in a non-equilibrium geometry.

```
9
Properties=species:S:1:pos:R:3
C 1.477 0.445 -0.183
C 0.388 -0.346 -0.386
O -2.216 -0.882 -0.486
O 2.649 0.112 -0.352
O -1.418 1.453 0.194
S -1.213 0.011 0.090
H 1.109 1.461 0.102
H 0.666 -1.814 -0.434
H -1.441 -0.440 1.456
```

The molecular weight is 107.11 g/mol. For the HOMO-LUMO gap, the calculation gives 8.13 eV. The charge is -1. The total energy comes out at -701.8648 hartree. Its HOMO energy is -0.1581 Ha. The calculation puts the strongest force on any atom at 6.27 eV/Å. As for the energy above the lowest of the compared OMol25 structures with the same formula, charge and spin: 81.6 kcal/mol.

No. 6
The following is a DFT calculation (the ωB97M-V functional and the def2-TZVPD basis) of a cluster of 2 separate species, C2H8N2O2 in total in a non-equilibrium geometry.

```
14
Properties=species:S:1:pos:R:3
C 0.583 -0.340 -1.713
C 2.051 -0.752 -1.530
H -3.271 0.678 2.571
H -0.011 -1.194 -2.040
H 0.246 0.027 -0.759
H 0.447 0.438 -2.467
H 2.103 -1.723 -1.022
H 2.567 -0.884 -2.488
H 2.838 1.101 -1.149
H 2.484 0.224 0.202
N -1.739 -0.032 1.755
N 2.851 0.174 -0.734
O -2.786 0.789 1.725
O -1.088 0.073 0.707
```

As for the SMILES: O=NO.CCN. The molecular weight is 92.10 g/mol. For the HOMO-LUMO gap, the calculation gives 8.70 eV. The charge is 0. The total energy comes out at -340.8760 hartree. Its HOMO energy is -0.3271 Ha. The calculation puts the strongest force on any atom at 4.78 eV/Å. As for the energy above the lowest of the compared OMol25 structures with the same formula, charge and spin: 96.9 kcal/mol.

No. 7
The following is a DFT calculation (the ωB97M-V functional and the def2-TZVPD basis) of a cluster of 2 separate species, C3H8O3S in total in a non-equilibrium geometry.

```
15
Properties=species:S:1:pos:R:3
O 2.930 0.065 -0.357
C 1.789 0.182 -0.096
O 1.245 0.364 1.212
C 0.588 0.059 -1.036
C -0.427 -1.013 -0.633
S -2.127 -0.453 -1.118
H 1.974 0.049 1.774
H 0.162 1.072 -1.042
H 1.012 -0.130 -2.015
H -0.505 -1.148 0.438
H -0.218 -1.992 -1.075
H -2.487 0.088 0.058
H -0.346 0.821 1.957
H -1.283 1.779 2.662
O -1.247 0.906 2.292
```

As for the SMILES: O=C(O)CCS.O. The molecular weight is 124.16 g/mol. For the HOMO-LUMO gap, the calculation gives 9.61 eV. The charge is 0. The total energy comes out at -743.0198 hartree. Its HOMO energy is -0.3357 Ha. The calculation puts the strongest force on any atom at 3.30 eV/Å. As for the energy above the lowest of the compared OMol25 structures with the same formula, charge and spin: 8.1 kcal/mol.

> The lowest molecular weight belongs to which entry?

C3H6N2